Molecular formula: C5H8N2S
Method: DFT, wB97M-V/def2-TZVPD

Last column: Löwdin charge in e.
Atoms and positions in Å:
S -0.776 -2.843 1.034  0.7522
C -0.352 -1.375 0.522  -0.7262
C 0.085 -1.099 -0.892  -0.2762
N -0.585 0.084 -1.404  -0.0633
C -0.051 1.247 -0.729  -0.1922
C -0.116 1.162 0.802  -0.2425
N 0.943 0.546 1.572  0.0744
C -0.323 -0.179 1.453  -0.2828
H 1.183 -1.044 -0.932  0.1182
H -0.221 -1.967 -1.533  0.1199
H -0.344 0.135 -2.394  0.1164
H 1.021 1.349 -0.990  0.1204
H -0.608 2.120 -1.083  0.1176
H -0.591 2.045 1.275  0.1420
H 1.615 0.100 0.928  0.1011
H -0.880 -0.280 2.371  0.1210

Results
- Frontier orbital gap: 0.3142 Ha
- E: -702.953982 a.u.
- Structure (SMILES): S=C1CNC[C@@H]2N[C@H]12
- Molar mass: 128.20 g/mol
- Highest occupied orbital energy: -0.3190 Eh